Entry 1:
5 unconnected molecules or ions with the total composition C39H50N8O4 at a distorted geometry, computed with ωB97M-V with the def2-TZVPD basis set.

Results
largest force on an atom: 5.3 eV/Å
gap between HOMO and LUMO: 7.977 eV
ΔE to the lowest compared entry with this formula, charge and spin: 157.3 kcal/mol

ORCA input file:
```
! wB97M-V def2-TZVPD RIJCOSX def2/J DEFGRID3
* xyz 6 1
N -0.35688 0.79076 -1.97052
O -1.54303 0.81940 -1.56775
O 0.42107 1.67701 -1.98000
O 0.10172 -0.30879 -2.24054
C 3.25840 0.73291 -0.90598
C 3.97010 0.15150 -2.08237
O 5.13914 -0.04746 -2.05456
N 3.06500 -0.08922 -3.32434
H 2.11796 -0.39727 -3.15606
H 2.91729 0.78780 -3.80302
C 3.74179 -1.03408 -4.34424
H 2.82844 1.68850 -1.20610
H 3.91891 0.95714 -0.06839
H 2.35344 0.15331 -0.72372
H 3.20488 -1.31486 -5.25033
H 4.27413 -1.91964 -3.99713
H 4.55827 -0.50946 -4.84047
C -3.84068 -5.84901 -1.24403
N -3.45866 -4.62270 -1.89622
C -3.52343 -3.40474 -1.21072
C -3.25061 -2.16164 -1.81929
C -2.85932 -2.14896 -3.18525
C -2.78016 -3.34606 -3.83899
C -3.01371 -4.58697 -3.16413
C -2.50499 -0.97995 -4.03503
C -3.33507 0.14069 -3.92846
C -3.11650 1.31142 -4.69988
N -2.00728 1.47009 -5.33135
C -1.06996 0.46165 -5.41291
C -1.28972 -0.83137 -4.77256
C -1.76849 2.76543 -6.04656
H -3.62720 -6.66909 -1.92958
H -4.91578 -5.72975 -1.10978
H -3.34462 -5.92367 -0.27632
H -3.82113 -3.54555 -0.18216
H -3.30513 -1.21572 -1.30097
H -2.53519 -3.32334 -4.89060
H -2.89674 -5.52731 -3.68229
H -4.29334 -0.04848 -3.46766
H -3.80552 2.12263 -4.88320
H -0.26761 0.66930 -6.10539
H -0.69803 -1.70182 -5.01469
H -1.97366 2.63264 -7.10881
H -0.75218 3.11035 -5.85614
H -2.40704 3.56333 -5.66747
C -3.63486 3.10953 -0.82668
N -2.62160 3.93755 -0.06356
C -1.31755 3.95964 -0.49515
C -0.37397 4.29086 0.45638
C -0.77189 5.04244 1.59789
C -2.12926 5.08427 1.95336
C -3.06217 4.43917 1.14485
C 0.21065 5.35983 2.66666
C 1.20083 4.46824 3.03635
C 2.19402 4.82006 3.95938
N 1.99605 5.93133 4.67322
C 0.98411 6.78333 4.38366
C 0.14980 6.62707 3.31476
C 3.06188 6.26671 5.66768
H -3.45831 2.12871 -0.38519
H -3.38261 3.11102 -1.88709
H -4.68563 3.35951 -0.68011
H -1.21948 3.50275 -1.46882
H 0.63020 3.89872 0.39094
H -2.30125 5.66647 2.84659
H -4.10340 4.31157 1.40168
H 1.29656 3.49768 2.57240
H 2.99263 4.12479 4.17203
H 1.14980 7.77957 4.76638
H -0.60571 7.33084 2.99806
H 3.95285 6.69139 5.20514
H 3.35009 5.44199 6.31949
H 2.65207 6.97907 6.38370
C -1.30401 0.62800 1.84510
N -0.39474 -0.48809 2.18331
C 0.09880 -0.69120 3.44904
C 0.86330 -1.88161 3.58425
C 1.06082 -2.83228 2.64225
C 0.47315 -2.67364 1.42692
C -0.18015 -1.41138 1.19237
C 1.79693 -4.11156 2.98017
C 2.71309 -4.62091 2.08341
C 3.42777 -5.81010 2.41502
N 3.35861 -6.32271 3.64568
C 2.54449 -5.81089 4.60391
C 1.77598 -4.75037 4.24589
C 4.19262 -7.51655 4.05249
H -2.21077 0.24541 1.37657
H -0.70525 1.37192 1.31957
H -1.58382 1.13264 2.76984
H -0.17439 0.02820 4.20683
H 1.33076 -2.05734 4.54185
H 0.55317 -3.45271 0.68325
H -0.74021 -1.14915 0.30695
H 2.81210 -4.11515 1.13430
H 4.15253 -6.24050 1.73984
H 2.42996 -6.36913 5.52133
H 1.04742 -4.47299 4.99333
H 4.82908 -7.81874 3.22081
H 3.47749 -8.29107 4.32962
H 4.69293 -7.23076 4.97776
*
```

***

Entry 2:
A molecular structure, C15H36NO2P2RuSi at a distorted geometry, computed with ωB97M-V with the def2-TZVPD basis set.

Results
expectation value of S²: 8.79
largest force on an atom: 3.8 eV/Å
gap between HOMO and LUMO (spin up / spin down): 4.250 / 6.697 eV

ORCA input file:
```
! wB97M-V def2-TZVPD RIJCOSX def2/J DEFGRID3
* xyz 0 6
C -2.41585 3.46015 -1.25488
C -1.31555 2.65782 -0.82030
N -1.15697 1.41009 -1.41068
C -1.91820 1.03227 -2.44243
C -2.85951 1.88942 -3.00008
C -3.15630 3.08605 -2.35888
C -0.32739 3.06513 0.08581
P 0.87327 1.94810 0.66644
Ru 0.10045 -0.05442 -0.40953
P -1.09861 -1.50550 -1.74427
C -1.73034 -0.35994 -3.00497
O -3.90293 2.93620 3.43725
O -1.78727 -0.49926 5.36422
H -2.67314 4.33153 -0.64077
H -3.38829 1.54504 -3.87729
H -3.92630 3.74662 -2.76743
C 2.29592 2.75711 -0.17782
C 1.19894 2.07930 2.44516
H -2.67609 -0.75886 -3.38989
H -0.99003 -0.36016 -3.81967
H -3.40707 3.76225 3.29080
H -0.27022 4.14397 0.28932
C -0.14839 -2.78437 -2.59761
C -2.57535 -2.33497 -1.05212
H -1.02255 -0.90660 0.43101
H -1.62537 -1.29854 4.80821
H -1.88086 0.19720 4.70382
H -4.64838 2.82293 2.80584
H 1.36620 0.01955 -1.42398
H -1.49409 -0.12410 0.10256
H 2.38140 3.77060 0.25603
H 3.22595 2.18186 -0.05646
H 2.01599 2.82730 -1.24506
H 1.13431 3.12559 2.76963
H 0.45450 1.51048 3.01501
H 2.19815 1.68229 2.67679
H -3.15462 -2.81055 -1.85854
H -2.25502 -3.09577 -0.32303
H -3.20525 -1.59979 -0.52878
H -0.76955 -3.24762 -3.38701
H 0.74557 -2.31575 -3.04981
H 0.17621 -3.55894 -1.87964
C 3.70771 -0.73064 -0.09123
Si 2.57140 -2.03650 0.68485
C 2.42770 -3.51347 -0.49550
C 3.34854 -2.66858 2.26272
C 0.88099 -1.28784 1.04544
H 4.70086 -1.18104 -0.25448
H 3.82161 0.13602 0.57967
H 3.33756 -0.37294 -1.06593
H 3.34453 -4.11684 -0.41610
H 1.58673 -4.17388 -0.23772
H 2.32240 -3.21759 -1.54810
H 3.56254 -1.86228 2.96799
H 2.71557 -3.39545 2.77918
H 4.29619 -3.16959 2.05039
H 0.18664 -2.13866 1.17065
H 0.80167 -0.64444 1.94120
*
```

***

Entry 3:
A molecular structure, C29H33BrGeN3ORu at a distorted geometry, computed with ωB97M-V with the def2-TZVPD basis set.

Results
largest force on an atom: 1.9 eV/Å
gap between HOMO and LUMO: 6.784 eV
ΔE to the lowest compared entry with this formula, charge and spin: 21.8 kcal/mol

ORCA input file:
```
! wB97M-V def2-TZVPD RIJCOSX def2/J DEFGRID3
* xyz 1 1
Ru -0.02391 0.18294 -0.49264
Br 5.34979 1.15854 5.30481
C 3.97278 1.35030 4.01875
C 3.46137 2.60630 3.73375
C 2.47005 2.73662 2.77539
C 2.00494 1.63630 2.07258
O 1.07501 1.76041 1.08345
C 2.50664 0.35350 2.37068
C 2.12054 -0.87570 1.72186
N 1.42351 -1.00827 0.65369
C 1.31729 -2.28051 0.05875
C 1.28686 -3.47845 0.73450
C 1.29468 -4.69577 0.03476
C 1.35116 -4.71931 -1.33065
C 1.35403 -3.50830 -2.05767
C 1.38648 -3.45120 -3.46725
C 1.43540 -2.23627 -4.09046
C 1.38929 -1.07018 -3.31240
N 1.30569 -1.07633 -2.00219
C 1.31622 -2.27986 -1.36192
C 3.49293 0.24090 3.36134
H 3.84092 3.48069 4.24326
H 2.09626 3.72682 2.56159
H 2.58181 -1.77135 2.13770
H 1.22600 -3.49075 1.81549
H 1.27005 -5.62225 0.59258
H 1.39870 -5.65668 -1.86955
H 1.37532 -4.37353 -4.03436
H 1.48830 -2.15841 -5.16693
H 1.42696 -0.09865 -3.79078
H 3.88287 -0.73988 3.60171
C -2.25723 2.28547 -1.55374
N -1.04696 1.62241 -2.06058
C -0.09780 2.62244 -2.55752
C -1.45279 0.71547 -3.15758
C -1.86543 -0.62861 -2.63031
C -2.50251 -1.54697 -3.45987
C -2.81562 -2.81141 -2.98767
C -2.51739 -3.14897 -1.67406
C -1.88348 -2.22956 -0.84743
C -1.54118 -0.96418 -1.31946
H -2.76455 2.82708 -2.36008
H -2.01435 3.00592 -0.77414
H -2.93818 1.53814 -1.14864
H -0.49755 3.14707 -3.43288
H 0.83881 2.13828 -2.83106
H 0.10427 3.36097 -1.78220
H -0.61406 0.58536 -3.84550
H -2.26722 1.17167 -3.73252
H -2.73460 -1.27291 -4.48441
H -3.29221 -3.53001 -3.64198
H -2.76017 -4.13624 -1.29989
H -1.64718 -2.51401 0.17299
C -2.15798 0.66274 1.57008
Ge -1.31969 2.11882 2.61429
C -0.52653 1.36191 4.24480
C -2.60004 3.55015 3.01982
C 0.03088 2.74696 1.26160
H -2.57080 -0.11096 2.21546
H -1.40228 0.17619 0.91945
H -2.95867 1.03885 0.93460
H -1.34949 1.02861 4.87894
H 0.05809 2.09253 4.80140
H 0.10508 0.50417 4.01986
H -3.43655 3.12947 3.57770
H -2.98636 4.00435 2.10802
H -2.14176 4.32561 3.63266
H 0.43605 3.74836 1.40380
H -0.49052 2.74319 0.30620
*
```

***

Entry 4:
A gas-phase ion, C8H9N3S (charge +2) at a distorted geometry, computed with ωB97M-V with the def2-TZVPD basis set.

Results
expectation value of S²: 2.03
largest force on an atom: 4.2 eV/Å
gap between HOMO and LUMO (spin up / spin down): 5.490 / 8.183 eV

ORCA input file:
```
! wB97M-V def2-TZVPD RIJCOSX def2/J DEFGRID3
* xyz 2 3
C -0.54725 2.30085 0.04272
C 0.79214 2.72985 -0.16229
C 0.29558 -0.02924 0.10425
C -0.78225 0.95038 0.14388
C 1.61187 0.53016 0.07068
C -2.38426 -0.77314 0.38430
C 2.62284 -1.63712 -0.54073
C -0.11078 -1.37734 -0.07103
N 1.81025 1.89182 -0.26243
N -2.10372 0.55846 0.35173
N -1.40841 -1.61586 0.17864
S 2.90315 -0.53050 0.59505
H -1.22051 3.07322 -0.00164
H 0.99331 3.66577 -0.50818
H -3.35198 -1.25526 0.50675
H 2.07023 -1.48237 -1.45492
H 2.92432 -2.63172 -0.33444
H 0.37339 -2.18932 -0.57437
H 2.79527 2.16537 -0.50126
H -2.77114 1.16537 0.70505
H -1.62041 -2.56557 -0.04062
*
```

***

- Which formula does entry 3 have?
  C29H33BrGeN3ORu

***

- The highest largest force on an atom belongs to which entry?
  C39H50N8O4

***

- Which of these has the highest largest force on an atom?
  C39H50N8O4